1.
{"formula": "C7H19BINO5P", "method": "ωB97M-V/def2-TZVPD", "symbols": ["C", "C", "C", "C", "O", "B", "I", "P", "N", "O", "H", "H", "H", "H", "H", "H", "H", "H", "H", "H", "H", "H", "H", "C", "O", "C", "O", "O", "C", "H", "H", "H", "H", "H", "H"], "coordinates": [[3.9595, 0.6679, 2.4903], [2.6184, 1.1730, 3.0073], [2.0692, 2.3301, 2.1817], [0.6044, 2.6759, 2.4856], [-0.2564, 2.2376, 1.4588], [-0.9800, 1.0257, 1.6933], [-1.2922, -0.0413, -0.3687], [-2.8367, 1.3474, 2.3526], [-2.8857, 0.0180, 3.5229], [-2.4784, 2.6166, 3.4104], [4.4355, -0.0213, 3.1907], [3.8417, 0.1450, 1.5392], [4.6523, 1.4962, 2.3170], [1.8895, 0.3602, 2.9995], [2.7248, 1.4853, 4.0511], [2.1193, 2.0745, 1.1199], [2.7025, 3.2132, 2.3256], [0.4728, 3.7568, 2.5939], [0.3059, 2.2337, 3.4437], [-0.4184, 0.1893, 2.3664], [-2.7667, -0.8574, 3.0151], [-3.8237, -0.0293, 3.9135], [-3.2991, 3.0460, 3.6558], [0.5991, -2.1493, -3.2124], [-0.7111, -1.9500, -3.7619], [-0.9469, -2.5895, -4.8915], [-0.1819, -3.3081, -5.4906], [-2.1969, -2.3137, -5.2853], [-2.5831, -2.9497, -6.5017], [0.6234, -1.5688, -2.2953], [0.7584, -3.2060, -3.0034], [1.3537, -1.8041, -3.9175], [-2.5320, -4.0333, -6.4036], [-1.9357, -2.6405, -7.3214], [-3.6055, -2.6301, -6.6807]], "atomic_forces_ev_per_a": [[0.092, 0.006, -0.030], [0.018, -0.079, -0.007], [-0.044, 0.077, -0.037], [-0.073, -0.119, 0.025], [-0.067, 0.024, -0.021], [0.004, 0.138, 0.178], [-0.014, -0.140, -0.140], [0.068, -0.016, 0.174], [-0.366, 0.095, -0.178], [0.165, -0.118, 0.098], [-0.014, -0.028, 0.003], [-0.039, 0.021, -0.018], [0.010, 0.017, 0.047], [-0.007, -0.015, 0.009], [-0.046, 0.025, 0.010], [-0.004, 0.030, -0.016], [0.055, -0.025, 0.014], [0.021, 0.016, -0.087], [0.049, 0.034, 0.027], [-0.041, 0.017, 0.033], [0.280, 0.043, 0.051], [0.027, -0.076, -0.056], [-0.050, 0.071, -0.066], [0.043, -0.009, 0.032], [-0.031, -0.006, -0.042], [0.018, -0.048, -0.058], [-0.018, 0.032, 0.037], [0.032, 0.001, 0.021], [0.017, 0.012, 0.030], [-0.065, 0.019, -0.016], [-0.004, -0.001, -0.003], [0.001, 0.005, 0.005], [-0.013, 0.000, 0.005], [-0.008, 0.010, -0.002], [0.000, -0.015, -0.022]], "charge": -1, "gap_ev": 6.4, "max_force_ha_per_bohr": 0.00813, "energy_ha": -1373.12211, "homo_ev": -3.75}


2.
{"formula": "CH4O", "method": "ωB97M-V/def2-TZVPD", "symbols": ["C", "O", "H", "H", "H", "H"], "coordinates": [[-0.3652, -0.0061, 0.1085], [0.7631, 0.0363, -0.7854], [-0.8965, 0.9413, 0.0400], [-1.0247, -0.8144, -0.2236], [-0.0528, -0.2230, 1.1255], [1.5761, 0.0658, -0.2650]], "atomic_forces_ev_per_a": [[0.414, -0.260, -0.711], [0.014, -0.076, 0.416], [-0.081, 0.029, 0.229], [0.041, 0.155, 0.056], [-0.069, 0.129, 0.184], [-0.319, 0.024, -0.174]], "smiles": "CO", "gap_ev": 11.5, "max_force_ha_per_bohr": 0.01679, "relative_energy_ev": 0.0421, "energy_ha": -115.71519, "homo_ev": -10.42}


3.
{"formula": "C15H17ClFNO4", "method": "ωB97M-V/def2-TZVPD", "symbols": ["C", "C", "C", "N", "C", "O", "C", "O", "C", "O", "C", "C", "C", "C", "F", "C", "C", "Cl", "C", "C", "C", "O", "H", "H", "H", "H", "H", "H", "H", "H", "H", "H", "H", "H", "H", "H", "H", "H", "H"], "coordinates": [[-4.5836, 0.3237, -0.2939], [-3.8108, -0.3463, 0.8452], [-2.6674, 0.5401, 1.3384], [-1.6481, 0.6618, 0.3130], [-1.1037, 1.8688, 0.0724], [-1.4127, 2.8695, 0.6873], [-0.0570, 1.9258, -1.0488], [1.0834, 1.1378, -0.7130], [2.2712, 1.7491, -0.6733], [2.4533, 2.9079, -0.9391], [3.3693, 0.8431, -0.2241], [4.4372, 1.4578, 0.4313], [5.5118, 0.7322, 0.9013], [5.5175, -0.6376, 0.6949], [6.5504, -1.3668, 1.1421], [4.4910, -1.2824, 0.0298], [3.4147, -0.5368, -0.4281], [2.1899, -1.3730, -1.2949], [-1.3667, -0.5388, -0.4505], [-1.9561, -1.7592, 0.2609], [-1.7165, -3.0254, -0.5525], [-3.3514, -1.6331, 0.4452], [-5.3114, -0.3770, -0.6940], [-3.9161, 0.6290, -1.0952], [-5.1029, 1.2020, 0.0791], [-4.5038, -0.5210, 1.6805], [-2.2304, 0.1189, 2.2514], [-3.0322, 1.5441, 1.5630], [-0.4713, 1.5421, -1.9866], [0.2491, 2.9691, -1.1747], [4.3966, 2.5283, 0.5614], [6.3334, 1.2054, 1.4137], [4.5342, -2.3476, -0.1311], [-0.2902, -0.6750, -0.5570], [-1.8146, -0.4683, -1.4512], [-1.4617, -1.8659, 1.2418], [-2.1766, -2.9301, -1.5323], [-2.1668, -3.8716, -0.0429], [-0.6509, -3.2005, -0.6696]], "atomic_forces_ev_per_a": [[0.173, -0.324, 0.294], [-0.239, 0.439, 0.080], [-0.229, -0.087, 0.245], [-0.253, -0.214, 0.219], [0.448, -0.045, -0.303], [0.009, 0.384, 0.068], [-0.226, 0.646, -0.134], [-0.146, -0.144, 0.239], [0.271, 0.250, -0.073], [-0.030, -0.066, 0.051], [0.018, -0.038, 0.000], [-0.120, -0.137, -0.099], [0.074, -0.201, 0.018], [-0.229, 0.161, -0.106], [-0.058, 0.045, -0.028], [0.125, 0.014, 0.088], [0.286, 0.315, 0.255], [-0.082, -0.479, -0.255], [0.030, -0.347, -0.158], [0.392, -0.077, -0.188], [-0.122, 0.383, 0.286], [-0.041, -0.116, -0.161], [-0.080, -0.031, -0.057], [0.082, 0.035, -0.118], [-0.075, 0.129, 0.021], [0.159, 0.104, -0.092], [-0.070, 0.084, -0.028], [0.013, -0.175, 0.036], [0.084, 0.006, 0.078], [-0.201, -0.273, 0.032], [0.009, 0.070, 0.007], [0.086, 0.030, 0.059], [0.006, -0.077, -0.022], [-0.129, -0.049, -0.020], [0.031, -0.096, 0.016], [-0.049, 0.044, -0.141], [-0.046, 0.015, -0.130], [-0.010, -0.112, 0.035], [0.139, -0.064, -0.014]], "smiles": "C[C@@H]1CN(C(=O)COC(=O)c2ccc(F)cc2Cl)C[C@H](C)O1", "gap_ev": 9.7, "max_force_ha_per_bohr": 0.01356, "relative_energy_ev": 0.0000, "energy_ha": -1497.58149, "homo_ev": -9.42}